Entry 1:
A cluster of 11 separate species, C44H88O32 in total in a non-equilibrium geometry, computed with ωB97M-V with the def2-TZVPD basis set.

Element x y z (Å)
O1 -4.463 3.113 2.912
H1 2.187 -3.634 -0.976
C1 5.464 -0.891 -4.986
C2 5.826 2.536 -4.023
H2 -4.713 -2.682 -2.533
H3 1.147 5.061 -0.336
C3 -1.298 4.080 1.565
C4 2.883 4.048 0.401
C5 1.461 1.103 5.242
H4 -0.500 5.994 -2.031
C6 -4.264 -4.360 3.327
O2 0.064 -0.445 -1.241
C7 -5.086 2.601 -0.465
H5 1.590 -1.214 3.907
O3 -1.846 3.811 -3.616
H6 -0.215 -4.609 7.146
C8 -0.120 -4.418 3.902
H7 -7.851 -0.460 2.360
C9 2.038 4.571 -0.738
H8 -2.223 -0.937 -0.881
O4 1.192 1.100 3.951
O5 -7.507 -4.981 0.603
H9 6.518 -0.651 -4.880
O6 -0.264 -5.810 -1.547
C10 2.869 -2.943 -0.490
H10 0.124 -2.941 1.814
H11 2.097 -0.048 -0.879
C11 -5.255 -2.304 -1.662
O7 -1.024 2.569 -5.157
H12 -6.057 -1.652 -2.007
H13 7.455 4.826 -1.725
C12 0.011 1.961 -5.911
C13 7.393 4.000 -1.016
C14 5.198 4.059 -0.136
H14 -2.025 6.145 -3.070
H15 -1.168 4.077 0.480
H16 -5.063 0.540 3.359
H17 -1.877 -2.968 -3.948
H18 10.004 2.137 -6.784
C15 4.326 2.769 -3.972
O8 2.509 1.408 5.751
C16 -8.621 -3.805 2.794
C17 7.703 2.622 -5.479
H19 -2.836 4.019 -1.871
C18 4.948 -1.688 -2.806
H20 -2.100 2.692 2.975
H21 -6.383 0.559 4.440
H22 -8.152 -4.426 3.560
C19 -0.706 3.297 -4.083
C20 9.347 2.916 -7.168
H23 -1.590 -2.240 0.135
C21 -0.007 -3.396 -2.829
H24 2.590 5.207 -1.424
O9 -3.152 2.600 1.150
H25 6.075 1.623 -3.482
H26 2.110 1.129 2.054
C22 -1.735 -1.163 0.063
C23 -0.798 -4.840 -1.098
O10 -5.818 -1.342 3.974
H27 2.573 0.528 -3.216
C24 -6.956 0.155 2.424
H28 -1.062 -1.562 -3.375
O11 0.385 3.464 -3.616
H29 -0.503 -1.492 2.693
O12 5.414 5.066 0.515
H30 -1.309 1.904 1.583
H31 0.255 -4.266 -3.436
O13 8.479 2.550 -4.557
H32 0.941 -2.917 -2.598
H33 -4.858 -4.082 -0.572
H34 6.302 3.392 -3.541
H35 -1.603 1.178 7.431
C25 -7.297 -3.827 0.872
H36 1.378 0.701 7.727
H37 0.985 2.425 -5.779
H38 2.177 -1.416 2.327
O14 -0.137 -4.881 5.141
H39 -4.809 3.592 -0.806
H40 -0.806 -6.491 0.901
H41 -0.338 2.269 8.138
C26 -1.852 4.270 -2.270
H42 -1.965 4.909 1.804
H43 5.290 -1.218 -6.011
H44 3.861 1.943 -4.518
H45 -6.419 -4.149 -1.465
O15 -6.433 -3.043 0.243
O16 -0.801 -3.639 -1.688
C27 -0.346 -4.014 6.245
H46 -2.216 -5.662 1.654
H47 0.175 -0.586 7.353
H48 -0.286 1.974 -6.958
H49 -2.105 6.199 -1.319
H50 -4.567 -1.724 -1.047
H51 -2.262 -0.754 0.922
C28 2.262 1.417 3.088
O17 4.915 -1.877 -4.123
H52 -3.277 -4.068 2.969
H53 -7.084 1.232 2.322
H54 -4.882 -4.839 2.564
C29 -1.555 5.775 -2.159
H55 -4.399 1.789 -0.728
H56 2.393 3.386 1.109
C30 1.556 -1.918 3.074
H57 7.760 4.397 -0.070
C31 1.283 0.208 -1.556
H58 0.068 0.897 -5.675
O18 -5.337 2.570 0.933
H59 -5.945 2.163 -0.978
H60 9.807 3.852 -6.846
H61 -2.424 -6.642 0.212
O19 0.347 0.783 5.881
O20 -1.540 -4.769 -0.019
O21 5.337 -0.696 -2.230
O22 -0.375 -3.104 3.838
C32 -4.318 2.803 1.775
H62 0.895 0.122 -3.722
H63 -9.337 -4.475 2.314
H64 2.712 -3.132 0.579
O23 0.283 -0.198 0.989
H65 4.696 -4.008 -0.772
C33 -1.740 -5.964 0.728
C34 -0.346 -0.566 0.028
H66 2.042 -1.109 -3.147
C35 -5.984 0.005 3.589
C36 0.415 0.477 7.276
H67 2.526 -1.908 -0.526
C37 -1.938 2.735 1.898
H68 4.084 3.706 -4.473
H69 -0.356 -2.436 -4.718
O24 4.437 -2.749 -2.239
H70 3.224 1.006 3.411
H71 -6.432 -0.194 1.526
C38 -4.922 -2.128 3.408
H72 -9.204 -3.061 3.336
H73 -1.376 -3.655 6.252
C39 4.326 -2.981 -0.840
H74 2.128 -2.828 3.289
H75 0.343 -3.171 6.263
C40 -5.726 -3.512 -0.913
H76 8.112 3.249 -1.334
C41 -0.670 1.241 7.991
C42 1.693 -0.084 -3.015
H77 3.203 4.904 0.996
H78 9.356 2.937 -8.253
O25 0.073 -5.135 2.969
O26 6.380 2.539 -5.339
C43 -0.881 -2.566 -3.769
C44 0.145 -2.367 2.740
O27 6.103 3.446 -0.862
H79 4.830 -0.005 -4.930
O28 4.034 3.444 -0.222
H80 -0.905 0.845 8.980
H81 1.652 3.739 -1.336
O29 -4.247 -1.804 2.466
O30 -7.765 -3.149 1.897
H82 -0.335 4.294 2.024
H83 2.577 2.466 3.106
O31 8.006 2.763 -6.744
H84 3.946 2.733 -2.954
H85 1.041 1.270 -1.445
H86 4.918 -2.413 -0.123
H87 -1.225 3.628 -1.646
H88 -4.070 -5.093 4.115
O32 -5.011 -3.336 3.952

M: 1129.16 g/mol
Net charge: 0
2S+1: 1
Gap between HOMO and LUMO: 0.4033 Eh
LUMO: 0.40 eV
HOMO energy: -0.389 hartree
Energy relative to the best compared isomer or geometry (same formula, charge and spin): 0.214 eV


Entry 2:
The molecule C2H6O2 in a non-equilibrium geometry, computed with ωB97M-V with the def2-TZVPD basis set.

Element x y z (Å)
H1 0.366 -1.261 0.795
H2 0.364 -1.091 -1.608
O1 0.355 0.841 0.124
C1 0.979 -0.412 0.216
H3 2.086 -0.106 0.753
H4 -1.529 1.770 0.072
C2 -1.128 0.723 0.132
O2 1.267 -0.952 -1.024
H5 -1.520 0.301 -0.763
H6 -1.239 0.188 1.303

M: 62.07 g/mol
Net charge: 0
2S+1: 1
Gap between HOMO and LUMO: 0.4061 Eh
LUMO: 0.78 eV
HOMO energy: -0.377 hartree
Energy relative to the best compared isomer or geometry (same formula, charge and spin): 2.576 eV


Entry 3:
The molecule C8H7NO2S in a non-equilibrium geometry, computed with ωB97M-V with the def2-TZVPD basis set.

Element x y z (Å)
C1 0.330 1.087 -1.711
N1 -2.106 0.288 1.319
H1 2.213 1.545 -2.588
C2 2.390 -0.006 -1.123
H2 -1.246 -1.989 0.461
H3 3.458 -0.103 -1.248
H4 2.276 -1.496 0.415
C3 -0.384 0.234 -0.836
C4 -0.446 -1.435 0.962
O1 -1.654 0.291 -0.711
S1 -2.584 1.768 1.666
C5 0.356 -0.705 -0.060
H5 -3.861 1.603 1.248
H6 -0.231 1.799 -2.294
C6 -1.145 -0.457 1.908
C7 1.725 -0.797 -0.196
O2 -0.944 -0.451 3.101
C8 1.685 0.927 -1.877
H7 0.169 -2.103 1.564

M: 181.22 g/mol
Net charge: 0
2S+1: 1
Gap between HOMO and LUMO (alpha / beta): 0.2760 / 0.2328 Eh
LUMO (alpha / beta): -1.14 / -1.92 eV
HOMO energy (alpha / beta): -0.318 / -0.303 hartree
Energy relative to the best compared isomer or geometry (same formula, charge and spin): 1.539 eV


Entry 4:
A structure of composition C49H29IrN12, computed with ωB97M-V with the def2-TZVPD basis set.

Element x y z (Å)
C1 -2.169 2.026 1.990
C2 0.790 -4.208 -0.345
H1 -4.573 0.033 -5.896
C3 -1.520 3.940 3.289
C4 -3.367 4.098 1.763
H2 4.364 -2.332 -0.483
H3 1.255 -0.807 -3.925
N1 -1.904 0.696 1.549
Ir1 -0.332 0.239 0.307
H4 0.934 5.233 -2.497
H5 -3.396 -1.673 -4.532
C5 1.982 -6.089 -1.156
C6 1.737 -5.198 -0.127
C7 3.411 -1.894 5.203
C8 -2.534 4.686 2.704
C9 -1.796 1.165 -3.491
N2 -1.229 -2.255 -2.532
H6 -4.305 0.723 2.875
N3 -0.432 -0.008 -2.130
C10 1.429 2.526 0.987
C11 3.721 -0.538 5.337
C12 1.802 3.853 0.496
N4 2.593 -1.373 -0.881
H7 -0.084 -4.855 -3.581
N5 -0.184 2.441 -2.128
C13 2.675 6.050 0.323
C14 -3.344 -2.635 1.102
N6 -0.674 -2.509 -0.194
C15 2.355 -0.047 3.465
C16 0.131 -4.093 -1.578
C17 -4.512 -2.509 1.812
H8 3.307 -2.014 -4.617
C18 1.188 -1.540 2.150
C19 -2.495 -1.526 1.001
H9 4.379 -0.222 6.136
C20 4.008 -2.271 -2.598
N7 1.871 1.926 2.089
H10 2.701 -6.885 -1.014
C21 -4.048 -0.200 2.372
H11 -0.870 4.391 4.027
H12 3.450 1.457 4.540
N8 0.936 -2.719 1.606
H13 2.344 -3.395 4.069
C22 -3.791 0.332 -5.211
C23 -1.335 2.612 2.933
C24 1.226 3.980 -0.775
H14 -0.546 2.020 3.385
H15 2.226 7.101 -1.491
C25 -2.829 -0.282 1.651
C26 3.111 -1.834 -3.567
N9 0.950 -0.277 1.683
C27 0.364 -3.103 0.498
C28 2.101 6.177 -0.943
N10 0.633 1.952 0.073
C29 -3.459 1.695 -5.102
H16 2.259 -5.259 0.819
C30 3.700 -2.008 -1.279
C31 -2.126 -0.199 -3.603
H17 -4.158 4.675 1.302
C32 -0.692 -2.899 -1.521
C33 3.205 0.405 4.460
C34 1.680 0.654 2.375
C35 0.407 -4.965 -2.622
C36 -3.141 -0.624 -4.461
H18 4.917 -2.793 -2.862
H19 -2.670 5.725 2.977
N11 0.631 -0.315 -1.334
H20 1.544 -6.686 -3.174
C37 1.751 -0.954 -1.822
C38 -3.186 2.770 1.403
C39 -1.289 -0.949 -2.704
C40 1.323 -5.974 -2.388
H21 -3.822 2.303 0.658
H22 -3.987 2.416 -5.711
C41 -4.863 -1.292 2.444
H23 2.983 4.769 2.039
H24 3.835 -2.605 5.900
H25 -5.787 -1.232 3.003
H26 -5.179 -3.358 1.891
C42 2.578 -2.345 4.188
C43 2.537 4.881 1.059
C44 1.967 -1.164 -3.190
H27 -3.078 -3.565 0.616
C45 2.051 -1.399 3.328
N12 -1.330 -1.433 0.318
C46 0.511 2.727 -1.040
C47 -2.473 2.126 -4.239
C48 1.373 5.140 -1.513
C49 -0.732 1.314 -2.527
H28 -2.216 3.173 -4.145
H29 3.235 6.879 0.736

M: 978.07 g/mol
Net charge: +1
2S+1: 2
Gap between HOMO and LUMO (alpha / beta): 0.1583 / 0.1568 Eh
⟨S²⟩: 0.781
LUMO (alpha / beta): -4.53 / -4.56 eV
HOMO energy (alpha / beta): -0.325 / -0.324 hartree
Energy relative to the best compared isomer or geometry (same formula, charge and spin): 1.463 eV


Entry 5:
A cluster of 4 separate species, C18H22F3N4P in total, computed with ωB97M-V with the def2-TZVPD basis set.

Element x y z (Å)
H1 4.049 0.897 -3.666
C1 -7.483 0.972 2.434
F1 0.724 -0.724 -1.136
H2 8.901 -3.085 -1.680
C2 -3.680 1.940 1.130
H3 -9.199 -0.271 2.092
C3 2.690 2.281 -2.131
C4 -1.957 1.422 -0.436
H4 2.173 2.601 -3.040
H5 -4.459 1.648 1.824
H6 -3.946 4.057 1.425
N1 -1.681 2.707 -0.662
C5 -8.356 -0.062 2.736
H7 4.134 -3.917 -1.090
H8 0.878 1.956 -1.041
N2 -6.426 1.285 3.181
C6 6.068 -4.856 -1.190
C7 -8.119 -0.813 3.876
H9 4.453 0.644 -0.538
H10 8.131 -5.438 -1.345
C8 -2.942 0.992 0.440
P1 4.422 1.735 -2.591
H11 -1.361 0.714 -0.998
C9 7.854 -3.316 -1.545
F2 2.160 -0.512 -2.744
H12 7.196 -1.266 -1.692
C10 5.202 -3.774 -1.217
N3 5.604 -2.517 -1.395
C11 6.907 -2.302 -1.555
C12 -2.397 3.608 0.009
H13 5.687 -5.857 -1.041
H14 2.844 3.192 -1.548
H15 -8.777 -1.629 4.146
C13 1.240 0.163 -2.028
H16 2.217 1.060 -0.369
H17 -7.634 1.580 1.548
C14 -6.212 0.557 4.274
H18 4.553 -0.446 -1.767
C15 7.423 -4.620 -1.359
H19 -6.799 -1.056 5.563
C16 1.768 1.377 -1.310
C17 -3.398 3.280 0.910
H20 -2.156 4.646 -0.193
N4 4.827 0.482 -1.464
C18 -7.024 -0.498 4.664
H21 -5.346 0.834 4.866
H22 -3.121 -0.066 0.578
F3 0.243 0.467 -2.882

M: 382.37 g/mol
Net charge: 0
2S+1: 1
Gap between HOMO and LUMO: 0.3296 Eh
LUMO: 0.80 eV
HOMO energy: -0.300 hartree


Entry 6:
A structure of composition C19H27ClIrN2 in a non-equilibrium geometry, computed with ωB97M-V with the def2-TZVPD basis set.

Element x y z (Å)
C1 4.785 -1.695 2.752
C2 1.566 0.825 -0.181
Ir1 -0.395 0.787 0.687
H1 6.007 0.586 1.720
H2 0.541 -0.035 3.029
H3 0.168 3.673 -1.237
H4 4.625 1.057 0.679
C3 0.581 2.831 -0.702
C4 -0.426 -0.090 2.527
H5 2.341 -3.611 4.282
C5 4.370 -0.755 1.767
H6 -1.318 1.954 2.958
H7 -3.528 0.972 1.726
C6 1.187 1.705 -1.256
H8 1.655 -2.166 2.360
H9 -5.961 1.759 -4.371
H10 -5.451 1.184 -2.807
H11 -2.297 -0.009 -5.170
H12 1.840 1.288 2.019
C7 -4.455 -1.002 -3.941
C8 -1.432 0.973 2.511
C9 -3.114 0.724 -5.250
C10 -2.270 -0.820 1.304
C11 -0.897 -1.120 1.617
H13 -2.696 1.712 -5.018
C12 -2.584 0.448 1.826
H14 2.041 -0.153 -0.182
C13 3.409 -3.481 4.084
H15 5.708 -0.290 0.191
H16 0.147 3.390 1.458
H17 -2.936 -1.464 0.739
H18 3.918 -3.248 5.023
C14 1.417 1.567 1.056
C15 0.585 2.716 0.738
H19 5.775 -1.830 3.117
H20 -4.489 2.393 -3.691
N1 3.058 -0.909 1.544
N2 2.642 -1.895 2.364
C16 3.634 -2.396 3.120
H21 -5.132 -1.566 -4.589
H22 -3.371 0.756 -6.312
H23 -0.298 -1.961 1.258
H24 -3.518 -1.580 -3.930
Cl1 -1.575 0.689 -1.109
H25 -4.892 -1.061 -2.935
H26 1.354 1.498 -2.305
C17 -4.285 0.387 -4.414
H27 3.816 -4.423 3.700
C18 -5.075 1.470 -3.799
C19 5.226 0.215 1.042

M: 511.11 g/mol
Net charge: +2
2S+1: 6
Gap between HOMO and LUMO (alpha / beta): 0.1308 / 0.1565 Eh
⟨S²⟩: 8.795
LUMO (alpha / beta): -6.58 / -10.90 eV
HOMO energy (alpha / beta): -0.373 / -0.557 hartree
Energy relative to the best compared isomer or geometry (same formula, charge and spin): 0.270 eV